No. 1
{
  "formula": "C25H27N3O4S",
  "method": "ωB97M-V with the def2-TZVPD basis set",
  "elements": ["C", "C", "C", "C", "C", "O", "N", "C", "C", "C", "C", "C", "O", "N", "C", "C", "C", "C", "S", "O", "O", "N", "C", "C", "C", "C", "C", "C", "C", "C", "C", "C", "C", "H", "H", "H", "H", "H", "H", "H", "H", "H", "H", "H", "H", "H", "H", "H", "H", "H", "H", "H", "H", "H", "H", "H", "H", "H", "H", "H"],
  "positions_angstrom": [[-9.72388, -2.28853, -1.62412], [-9.35245, -0.88172, -1.17212], [-8.03877, -0.87011, -0.39350], [-7.66821, 0.54271, 0.07206], [-6.37215, 0.51310, 0.86023], [-6.32957, 0.54663, 2.06639], [-5.27186, 0.41183, 0.04888], [-3.92851, 0.31236, 0.39934], [-3.48312, 0.33987, 1.72008], [-2.13478, 0.23757, 1.98943], [-1.20064, 0.08469, 0.96656], [0.23394, -0.01702, 1.34809], [0.68093, 0.51758, 2.33904], [0.97851, -0.78630, 0.48548], [2.33132, -1.10039, 0.53913], [2.84305, -1.93461, -0.46022], [4.17971, -2.27613, -0.46437], [5.00651, -1.79675, 0.53406], [6.74783, -2.18116, 0.44419], [7.37008, -1.91585, 1.70274], [6.93505, -3.46208, -0.16997], [7.29896, -1.07859, -0.70165], [6.95137, 0.27078, -0.61588], [6.54367, 0.97860, -1.74063], [6.20736, 2.31654, -1.63706], [6.25525, 2.97412, -0.41651], [5.87640, 4.41889, -0.29141], [6.66806, 2.25668, 0.70198], [7.01835, 0.92495, 0.61089], [4.51601, -0.97899, 1.53272], [3.17973, -0.62503, 1.53992], [-1.64817, 0.07491, -0.35297], [-2.99386, 0.19142, -0.63103], [-8.95214, -2.70028, -2.27120], [-9.83701, -2.94662, -0.76575], [-10.66172, -2.27718, -2.17382], [-10.14806, -0.48133, -0.54099], [-9.26273, -0.23066, -2.04519], [-8.12976, -1.51745, 0.48093], [-7.24316, -1.27655, -1.02409], [-8.45141, 0.92387, 0.72786], [-7.57645, 1.20965, -0.78808], [-5.44807, 0.39290, -0.94661], [-4.19623, 0.44548, 2.51977], [-1.77931, 0.26937, 3.00779], [0.47347, -1.22810, -0.27032], [2.18613, -2.31255, -1.23106], [4.59250, -2.92695, -1.21903], [7.25743, -1.47314, -1.62886], [6.49895, 0.48015, -2.69908], [5.89747, 2.85295, -2.52269], [6.69314, 4.98982, 0.14762], [5.00881, 4.52699, 0.35871], [5.63681, 4.84489, -1.26229], [6.72139, 2.75474, 1.65909], [7.35648, 0.37630, 1.47436], [5.18426, -0.63784, 2.30581], [2.78312, 0.01077, 2.31333], [-0.95037, 0.01695, -1.17681], [-3.32966, 0.19381, -1.65914]],
  "charge": 0,
  "lumo_ev": 0.228,
  "smiles": "CCCCC(=O)Nc1ccc(C(=O)Nc2ccc(S(=O)(=O)Nc3ccc(C)cc3)cc2)cc1",
  "fmax_ev_per_a": 1.00,
  "homo_lumo_gap_ev": 8.66,
  "energy_ev": -49860.225
}



No. 2
{
  "formula": "C3H8N2O",
  "method": "ωB97M-V with the def2-TZVPD basis set",
  "elements": ["C", "C", "N", "N", "C", "O", "H", "H", "H", "H", "H", "H", "H", "H"],
  "positions_angstrom": [[0.85496, 0.94341, -0.63497], [0.02110, 0.47158, 0.53772], [0.26566, 1.15120, 1.69471], [-0.83305, -0.46839, 0.57845], [-1.08881, -1.32219, -0.54247], [-0.20386, -2.41352, -0.61356], [0.95974, 0.17460, -1.39452], [0.37403, 1.80976, -1.08912], [1.84363, 1.23569, -0.28896], [0.65289, 2.07738, 1.64095], [-0.37075, 0.96325, 2.45172], [-1.08187, -0.76825, -1.50419], [-2.08329, -1.75643, -0.40023], [0.68961, -2.09811, -0.43551]],
  "charge": 0,
  "lumo_ev": 0.820,
  "smiles": "C/C(N)=N\\CO",
  "fmax_ev_per_a": 0.63,
  "homo_lumo_gap_ev": 9.95,
  "energy_ev": -8268.141
}



No. 3
{
  "formula": "C16H19N3O2",
  "method": "ωB97M-V with the def2-TZVPD basis set",
  "elements": ["C", "C", "N", "C", "C", "C", "C", "C", "C", "C", "O", "N", "N", "C", "O", "C", "C", "C", "C", "C", "C", "H", "H", "H", "H", "H", "H", "H", "H", "H", "H", "H", "H", "H", "H", "H", "H", "H", "H", "H"],
  "positions_angstrom": [[2.51445, 0.47887, -1.71307], [1.96700, 0.02214, -0.48111], [2.72487, -0.19720, 0.52780], [2.42679, -0.54436, 1.76188], [3.48107, -0.75948, 2.70161], [3.00385, -0.99907, 4.13467], [1.68851, -1.13619, 4.41374], [0.65817, -1.30576, 3.32569], [1.10345, -0.90197, 2.08861], [0.13882, -0.62082, 0.92638], [-1.17629, -0.91761, 1.17803], [0.72671, -0.34635, -0.11665], [-0.05388, -0.03872, -1.42736], [-0.58108, 1.27593, -1.62618], [0.21688, 2.11269, -1.44204], [-1.66427, 1.49435, -2.49416], [-1.99326, 0.27291, -3.53455], [-2.83677, -0.84968, -2.71078], [-4.19858, -0.43138, -1.97787], [-3.59187, 0.78036, -0.86276], [-2.86450, 1.75447, -1.71714], [2.21311, 1.65560, -1.80194], [3.62037, 0.32061, -1.67058], [2.10847, -0.22964, -2.28549], [4.39033, -0.64183, 2.60603], [3.43705, -1.19920, 5.04295], [1.29957, -1.59264, 5.33378], [-0.29901, -1.34675, 3.42788], [-1.01043, -0.64888, -1.18077], [-1.41430, 2.09373, -3.29017], [-1.17343, -0.17980, -3.87862], [-2.76578, 0.45188, -4.22487], [-2.40883, -1.61295, -2.00784], [-3.20121, -1.51999, -3.42376], [-4.64484, -1.15900, -1.46170], [-4.64496, 0.16712, -2.74933], [-4.41950, 1.21112, -0.23751], [-2.95487, -0.03585, -0.23660], [-2.57832, 2.70322, -0.82065], [-3.74080, 2.30846, -2.28068]],
  "charge": 0,
  "lumo_ev": -0.129,
  "smiles": "Cc1nc2ccccc2c(=O)n1NC(=O)C1CCCCC1",
  "fmax_ev_per_a": 12.96,
  "homo_lumo_gap_ev": 8.33,
  "energy_ev": -25455.508
}



No. 4
{
  "formula": "C10H30AlO5S5",
  "method": "ωB97M-V with the def2-TZVPD basis set",
  "elements": ["Al", "C", "S", "O", "C", "H", "H", "H", "H", "H", "H", "C", "S", "O", "C", "H", "H", "H", "H", "H", "H", "C", "S", "O", "C", "H", "H", "H", "H", "H", "H", "C", "S", "O", "C", "H", "H", "H", "H", "H", "H", "C", "S", "O", "C", "H", "H", "H", "H", "H", "H"],
  "positions_angstrom": [[0.71675, 0.44003, -0.41620], [2.78354, 0.97480, 3.92581], [1.01608, 0.46277, 3.89404], [0.91533, -0.00539, 2.41405], [1.23791, -0.99788, 4.97250], [2.98023, 1.28049, 4.95341], [3.08665, 1.91707, 3.46935], [3.35596, 0.06610, 3.73954], [1.68324, -0.91402, 5.96383], [1.97996, -1.57700, 4.42288], [0.37773, -1.66727, 4.96179], [-0.17463, -4.22237, -2.69743], [-1.11529, -2.70755, -2.50883], [-0.00413, -1.75034, -2.03528], [-1.20238, -2.15274, -4.29096], [0.65258, -4.03666, -3.38251], [-0.85188, -4.86091, -3.26460], [0.16411, -4.65557, -1.75631], [-0.16677, -1.93596, -4.55290], [-1.70679, -1.18830, -4.35044], [-1.57761, -2.78102, -5.09878], [-2.59653, -3.48596, 0.64016], [-0.82048, -3.30727, 0.94280], [-0.55006, -1.84151, 0.94191], [-0.80438, -3.83763, 2.69417], [-2.85513, -3.43633, -0.41755], [-3.20420, -2.80719, 1.23859], [-2.92396, -4.50185, 0.86121], [-1.65971, -4.50427, 2.80415], [-0.96988, -2.99261, 3.36249], [0.07293, -4.40258, 3.00925], [1.33182, 1.58514, -5.65726], [-0.20880, 1.35467, -4.69367], [0.13688, 1.07042, -3.25730], [-0.80541, 3.04572, -4.45320], [1.11878, 2.16058, -6.55813], [1.79426, 0.67176, -6.03140], [2.21995, 1.98964, -5.17175], [-1.15639, 3.42213, -5.41405], [-0.12899, 3.72685, -3.93684], [-1.61202, 2.83292, -3.75163], [-1.06263, 4.68783, 1.49804], [-0.26604, 3.28503, 2.48789], [0.80120, 2.53963, 1.65411], [0.74339, 4.32928, 3.62821], [-0.22737, 5.24288, 1.07100], [-1.76745, 5.43517, 1.86248], [-1.56273, 4.30558, 0.60815], [0.23619, 5.29168, 3.69643], [1.77181, 4.56866, 3.35775], [0.80439, 3.88332, 4.62093]],
  "multiplicity": 2,
  "charge": 4,
  "lumo_ev": [-14.994, -14.977],
  "fmax_ev_per_a": 3.12,
  "homo_lumo_gap_ev": [4.90, 4.68],
  "energy_ev": -81816.762
}



No. 5
{
  "formula": "C17H15AuN3Te",
  "method": "ωB97M-V with the def2-TZVPD basis set",
  "elements": ["Au", "C", "C", "C", "C", "C", "C", "N", "C", "C", "C", "C", "C", "N", "C", "C", "C", "C", "C", "C", "N", "H", "H", "H", "H", "H", "H", "H", "H", "H", "H", "H", "H", "H", "H", "H", "Te"],
  "positions_angstrom": [[-0.00227, 0.98615, -1.15300], [2.98307, -0.03194, -2.84506], [3.26017, -0.05270, -1.37092], [4.55621, -0.15980, -0.87828], [4.76054, -0.16156, 0.48717], [3.66525, -0.08182, 1.33082], [2.40195, 0.00601, 0.77169], [2.20936, 0.03353, -0.54998], [1.16554, 0.00582, 1.62655], [1.20283, -0.21940, 2.99442], [0.00790, -0.30622, 3.68472], [-1.19055, -0.21876, 3.00024], [-1.15862, 0.00664, 1.63197], [0.00203, 0.15846, 0.99511], [-2.39932, 0.00732, 0.78270], [-3.66084, -0.07851, 1.34682], [-4.75943, -0.15794, 0.50711], [-4.55950, -0.15861, -0.85873], [-3.26570, -0.05407, -1.35667], [-2.99307, -0.03702, -2.83128], [-2.21178, 0.03260, -0.53981], [3.89627, -0.17046, -3.41952], [2.53973, 0.92359, -3.13136], [2.27510, -0.81630, -3.11574], [5.38729, -0.23443, -1.56621], [5.76076, -0.22937, 0.89469], [3.80653, -0.08972, 2.40054], [2.13786, -0.34718, 3.51673], [0.00997, -0.48007, 4.75267], [-2.12371, -0.34597, 3.52647], [-3.79819, -0.08455, 2.41712], [-5.75803, -0.22359, 0.91877], [-5.39305, -0.23312, -1.54339], [-3.90880, -0.17112, -3.40252], [-2.29047, -0.82581, -3.10265], [-2.54494, 0.91538, -3.12022], [-0.01010, 2.89454, -2.80098]],
  "multiplicity": 3,
  "charge": 1,
  "lumo_ev": [-3.142, -5.375],
  "fmax_ev_per_a": 0.46,
  "homo_lumo_gap_ev": [8.41, 6.03],
  "energy_ev": -33323.003
}



No. 6
{
  "formula": "CH5OP",
  "method": "ωB97M-V with the def2-TZVPD basis set",
  "elements": ["O", "P", "H", "C", "H", "H", "H", "H"],
  "positions_angstrom": [[1.55447, -0.81891, -0.22488], [2.25243, -0.29290, -1.37699], [1.70256, -0.95280, -2.50228], [-1.09073, 0.46026, 0.76352], [-0.22889, -0.17997, 1.19129], [-1.57454, 0.87265, 1.71995], [-0.77531, 1.16886, 0.01753], [-1.83999, -0.25719, 0.41186]],
  "charge": 0,
  "lumo_ev": -1.018,
  "smiles": "O=P.C",
  "fmax_ev_per_a": 3.64,
  "homo_lumo_gap_ev": 8.80,
  "energy_ev": -12452.969
}



No. 7
{
  "formula": "CH8BrMnO3",
  "method": "ωB97M-V with the def2-TZVPD basis set",
  "elements": ["Mn", "Br", "C", "O", "H", "H", "H", "H", "O", "H", "H", "O", "H", "H"],
  "positions_angstrom": [[3.53532, -0.25800, 1.21038], [1.03701, -0.49585, 0.87122], [-0.72038, 1.32576, -2.47239], [0.43422, 0.49952, -2.54694], [-1.10380, 1.53812, -3.47204], [-1.53855, 0.82788, -1.94814], [-0.47209, 2.30540, -2.04931], [0.62780, 0.16090, -1.66945], [1.82315, -3.17764, 2.85466], [1.28463, -3.53312, 3.57387], [1.42199, -2.33250, 2.62703], [-2.27748, 1.39029, 1.07992], [-1.40229, 1.09833, 1.35743], [-2.64952, 0.65091, 0.58377]],
  "multiplicity": 6,
  "charge": 1,
  "lumo_ev": [-8.316, -8.284],
  "fmax_ev_per_a": 2.34,
  "homo_lumo_gap_ev": [4.60, 4.63],
  "energy_ev": -108662.674
}



No. 8
{
  "formula": "C34H49F21O17",
  "method": "ωB97M-V with the def2-TZVPD basis set",
  "elements": ["C", "C", "O", "C", "O", "C", "F", "F", "F", "H", "H", "H", "H", "H", "C", "C", "O", "C", "O", "C", "F", "F", "F", "H", "H", "H", "H", "H", "C", "C", "O", "C", "O", "C", "F", "F", "F", "H", "H", "H", "H", "H", "C", "C", "O", "C", "O", "C", "F", "F", "F", "H", "H", "H", "H", "H", "C", "C", "O", "C", "O", "C", "F", "F", "F", "H", "H", "H", "H", "H", "C", "C", "O", "C", "O", "C", "F", "F", "F", "H", "H", "H", "H", "H", "C", "C", "O", "C", "O", "C", "F", "F", "F", "H", "H", "H", "H", "H", "C", "O", "C", "C", "O", "C", "C", "O", "C", "H", "H", "H", "H", "H", "H", "H", "H", "H", "H", "H", "H", "H", "H"],
  "positions_angstrom": [[3.60684, 7.70553, -2.90832], [4.28441, 7.02674, -1.72858], [5.47885, 6.42160, -2.32377], [5.84693, 5.15464, -1.87575], [5.33771, 4.64283, -0.88648], [7.12437, 4.64255, -2.64578], [7.19183, 4.95543, -3.93491], [8.18245, 5.04960, -2.03921], [7.25608, 3.29964, -2.54842], [3.11559, 8.65990, -2.71869], [3.00887, 6.94643, -3.41260], [4.23354, 7.93516, -3.77008], [3.56298, 6.38323, -1.22506], [4.58596, 7.82894, -1.05506], [5.00547, -5.60061, -5.65309], [6.35621, -4.97186, -5.44990], [6.60827, -3.65776, -6.04239], [6.25172, -2.58902, -5.48427], [5.67791, -2.51054, -4.39274], [6.58640, -1.28532, -6.32792], [7.84714, -1.19558, -6.81474], [5.85854, -1.24914, -7.39859], [6.25513, -0.19705, -5.69024], [4.15924, -5.00540, -5.30999], [4.89469, -6.57120, -5.16957], [4.95376, -5.77105, -6.72844], [7.15788, -5.58812, -5.85690], [6.40860, -5.06148, -4.36485], [2.39444, -0.35819, -0.97937], [1.23174, 0.55802, -0.65686], [1.10427, 1.64827, -1.49630], [0.99072, 1.52711, -2.87073], [0.89932, 0.44829, -3.51895], [0.89104, 2.84960, -3.62128], [-0.21774, 2.92157, -4.34922], [0.72249, 3.88528, -2.78500], [1.90934, 3.04923, -4.36386], [2.67538, -1.07044, -0.20359], [3.30483, 0.15529, -1.28859], [2.14622, -0.99890, -1.82554], [1.45201, 0.91078, 0.35068], [0.30153, 0.03735, -0.42947], [0.42111, -1.64093, 5.19253], [0.50608, -2.02938, 6.61957], [0.57110, -0.89758, 7.55059], [1.34705, -0.85504, 8.62671], [2.17133, -1.73559, 9.05946], [1.28808, 0.60065, 9.24080], [0.28916, 1.28450, 8.69034], [1.01928, 0.53231, 10.59625], [2.43077, 1.32785, 9.12215], [0.89260, -0.67171, 5.03003], [-0.56465, -1.50712, 4.74704], [1.00388, -2.37317, 4.63368], [1.20328, -2.83085, 6.86384], [-0.37717, -2.63558, 6.82084], [-7.32095, 9.37142, -6.57677], [-6.32553, 8.52939, -5.76688], [-5.00893, 8.41559, -6.21270], [-4.07714, 7.95103, -5.40220], [-4.32061, 7.46067, -4.34253], [-2.62150, 8.19564, -5.84998], [-2.09104, 9.25772, -5.23594], [-1.77213, 7.22238, -5.69124], [-2.49974, 8.50498, -7.16057], [-6.87166, 10.31110, -6.89808], [-8.22613, 9.43884, -5.97328], [-7.64002, 8.97661, -7.54136], [-6.66368, 7.49551, -5.69719], [-6.29847, 9.04503, -4.80694], [-2.10739, 3.13281, 3.21275], [-0.99898, 4.15074, 3.47945], [-1.08778, 5.06044, 2.37165], [-0.27200, 6.08729, 2.21144], [0.72311, 6.36043, 2.88556], [-0.85177, 7.17292, 1.19324], [-0.09267, 7.21691, 0.07509], [-2.12470, 6.84586, 0.84051], [-0.89593, 8.26337, 1.93611], [-3.04948, 3.56453, 2.87485], [-2.23174, 2.32869, 3.93802], [-1.93496, 2.52144, 2.32697], [-0.13872, 3.48422, 3.41776], [-1.08821, 4.61147, 4.46326], [2.66493, -10.59548, 3.48575], [2.39764, -9.05951, 3.44115], [2.41293, -8.38663, 2.20487], [1.55915, -7.35381, 1.79088], [0.62785, -6.93691, 2.40848], [1.86677, -6.98495, 0.31458], [1.04871, -7.70153, -0.47825], [1.74194, -5.67764, 0.08449], [3.08655, -7.33108, -0.01992], [1.77154, -10.84267, 2.91230], [2.58648, -10.91831, 4.52389], [3.49526, -10.96181, 2.88207], [2.96494, -8.60375, 4.25266], [1.34428, -9.01210, 3.71737], [-8.47520, -5.91131, 2.28537], [-8.05985, -6.47860, 3.48701], [-7.15561, -5.77851, 4.34972], [-5.66740, -6.19849, 4.18843], [-5.21430, -5.73457, 2.90692], [-4.60429, -4.45738, 2.94202], [-4.19495, -4.03802, 1.48540], [-3.82214, -2.60932, 1.36131], [-3.79937, -2.22114, -0.00457], [-9.05188, -4.98846, 2.34769], [-9.07620, -6.69196, 1.81904], [-7.52372, -5.78275, 1.76936], [-7.37770, -6.12694, 5.35836], [-7.23832, -4.69169, 4.34086], [-5.67448, -7.28845, 4.19540], [-5.00043, -5.90130, 4.99771], [-3.68375, -4.47253, 3.52552], [-5.19738, -3.60470, 3.27261], [-5.05349, -4.14281, 0.82205], [-3.42173, -4.72211, 1.13578], [-2.97296, -2.80254, -0.41338], [-3.52999, -1.18302, -0.19909], [-4.72985, -2.31345, -0.56474]],
  "charge": 0,
  "lumo_ev": -0.019,
  "smiles": "CCOC(=O)C(F)(F)F.CCOC(=O)C(F)(F)F.CCOC(=O)C(F)(F)F.CCOC(=O)C(F)(F)F.CCOC(=O)C(F)(F)F.CCOC(=O)C(F)(F)F.CCOC(=O)C(F)(F)F.COCCOCCOC",
  "fmax_ev_per_a": 5.92,
  "homo_lumo_gap_ev": 9.39,
  "energy_ev": -127921.324
}